[1]
{"formula": "C28H11Cl60F4NO2", "method": "ωB97M-V/def2-TZVPD", "e_tot_ha": -29289.647227, "fmax_ev_per_a": 1.2, "homo_ev": -10.212, "symbols": ["C", "C", "F", "C", "C", "C", "C", "C", "C", "F", "F", "F", "C", "C", "C", "C", "O", "N", "C", "O", "H", "H", "H", "H", "H", "H", "H", "H", "H", "H", "H", "C", "Cl", "Cl", "Cl", "Cl", "C", "Cl", "Cl", "Cl", "Cl", "C", "Cl", "Cl", "Cl", "Cl", "C", "Cl", "Cl", "Cl", "Cl", "C", "Cl", "Cl", "Cl", "Cl", "C", "Cl", "Cl", "Cl", "Cl", "C", "Cl", "Cl", "Cl", "Cl", "C", "Cl", "Cl", "Cl", "Cl", "C", "Cl", "Cl", "Cl", "Cl", "C", "Cl", "Cl", "Cl", "Cl", "C", "Cl", "Cl", "Cl", "Cl", "C", "Cl", "Cl", "Cl", "Cl", "C", "Cl", "Cl", "Cl", "Cl", "C", "Cl", "Cl", "Cl", "Cl", "C", "Cl", "Cl", "Cl", "Cl"], "xyz": [[-0.7973, -3.0174, -5.4826], [-0.6941, -2.2421, -4.1735], [-1.9507, -2.1652, -3.5476], [0.2993, -2.8294, -3.2029], [-0.0195, -2.9281, -1.8452], [0.8493, -3.4802, -0.9071], [0.4716, -3.6028, 0.5420], [1.1986, -2.5861, 1.4212], [1.0871, -2.9649, 2.8770], [-0.2022, -3.0567, 3.2733], [1.6570, -4.1498, 3.1242], [1.6784, -2.0523, 3.6735], [2.0739, -3.9283, -1.3937], [2.4056, -3.8274, -2.7345], [1.5312, -3.2913, -3.6571], [3.7628, -4.4009, -2.9378], [4.3908, -4.4635, -3.9557], [4.2240, -4.8770, -1.6644], [3.2210, -4.5670, -0.6887], [3.3445, -4.7685, 0.4890], [-0.3961, -4.0272, -5.4081], [-0.2886, -2.4901, -6.2885], [-1.8337, -3.1192, -5.7869], [-0.4092, -1.2092, -4.3917], [-0.9850, -2.5587, -1.5261], [-0.6040, -3.4861, 0.6693], [0.7344, -4.6058, 0.8805], [2.2639, -2.5335, 1.1991], [0.7704, -1.5907, 1.3408], [1.7975, -3.2411, -4.7056], [4.3487, -5.8851, -1.7201], [4.7209, -3.7192, 5.3374], [4.5664, -4.2479, 3.6585], [6.0293, -4.6406, 6.0963], [5.1327, -1.9981, 5.4049], [3.2194, -4.0124, 6.2204], [0.1732, 3.1655, 3.2572], [1.0838, 1.9513, 4.1577], [1.1773, 3.8038, 1.9499], [-1.2889, 2.4347, 2.5763], [-0.2742, 4.4787, 4.3426], [-4.9392, -0.8360, -6.9356], [-5.8588, 0.5994, -6.4502], [-4.0552, -0.5258, -8.4300], [-3.7921, -1.2517, -5.6574], [-6.0526, -2.1846, -7.1861], [10.1335, -6.0899, 6.8887], [10.2673, -6.5545, 5.1906], [10.9982, -7.2579, 7.8916], [10.8301, -4.4838, 7.1176], [8.4289, -6.0611, 7.3550], [-5.7995, 3.2176, -10.7732], [-7.2013, 2.7213, -11.7246], [-5.8670, 2.3849, -9.2174], [-4.3122, 2.7712, -11.6157], [-5.8354, 4.9650, -10.5222], [1.0142, 7.6507, 6.7249], [-0.5577, 7.0532, 6.1698], [1.2151, 7.2092, 8.4189], [2.3015, 6.9282, 5.7572], [1.0616, 9.4082, 6.5585], [-4.2681, 6.3314, 4.5850], [-4.4098, 5.6255, 2.9724], [-3.2554, 5.2818, 5.5877], [-3.5347, 7.9315, 4.4645], [-5.8694, 6.4708, 5.3155], [-1.7485, 7.7446, 11.2713], [-2.1121, 7.0501, 9.6902], [-0.4311, 6.8350, 12.0215], [-1.2587, 9.4305, 11.0730], [-3.1869, 7.6590, 12.2879], [5.9585, 1.6536, 3.0777], [7.4060, 2.6568, 2.9817], [5.7678, 1.0306, 4.7190], [4.5417, 2.6218, 2.6551], [6.1072, 0.2893, 1.9657], [-10.0587, 0.9909, -6.6880], [-9.4429, -0.4254, -5.8352], [-8.7197, 1.8510, -7.4557], [-11.2052, 0.4818, -7.9326], [-10.8701, 2.0646, -5.5429], [10.3875, 0.5238, 1.1493], [11.9553, 0.3287, 0.3601], [9.7473, -1.0653, 1.5800], [10.5881, 1.4895, 2.6166], [9.2718, 1.3339, 0.0467], [-10.3803, 0.2213, -13.3301], [-11.9869, 0.6592, -13.9155], [-9.9747, -1.4072, -13.8769], [-9.1899, 1.3670, -13.9602], [-10.3571, 0.2751, -11.5635], [-6.8072, 6.1948, 11.5552], [-6.0689, 7.3032, 10.3978], [-8.5602, 6.1962, 11.3394], [-6.1800, 4.5658, 11.2906], [-6.4229, 6.7109, 13.2040], [15.7477, -1.9221, 0.2811], [15.4569, -2.4564, -1.3773], [17.0687, -2.8624, 0.9807], [16.1804, -0.2083, 0.2782], [14.2831, -2.1517, 1.2376], [-10.9248, -4.3209, -7.1095], [-11.2107, -5.1325, -5.5668], [-9.3932, -3.4418, -7.0311], [-10.8491, -5.5207, -8.4038], [-12.2392, -3.1895, -7.4300]]}

=====

[2]
{"formula": "C28H14Cl6NO2PS5Ti", "method": "ωB97M-V/def2-TZVPD", "e_tot_ha": -7223.832714, "de_lowest_ev": 0.573, "spin_multiplicity": 2, "total_charge": -1, "fmax_ev_per_a": 1.9, "homo_ev": [-4.221, -4.284], "symbols": ["Ti", "O", "C", "S", "C", "C", "S", "S", "S", "Cl", "C", "C", "C", "C", "C", "C", "P", "C", "C", "C", "C", "C", "C", "C", "C", "C", "C", "C", "C", "H", "H", "H", "H", "H", "H", "H", "H", "H", "H", "H", "H", "H", "H", "Cl", "C", "C", "Cl", "C", "Cl", "C", "O", "C", "Cl", "C", "Cl", "S", "C", "N"], "xyz": [[-0.0358, 0.0620, 0.2661], [-5.0611, 2.6440, 4.2600], [-4.2430, 2.1603, 3.5154], [-3.6140, 0.5198, 3.6712], [-2.5372, 0.5565, 2.2746], [-2.4903, 1.7078, 1.5779], [-1.5305, 1.9638, 0.1512], [-3.5141, 3.0220, 2.1559], [-1.6449, -0.8822, 1.8863], [-1.9388, -1.3741, -1.1523], [-2.1738, -0.9137, -2.8038], [-3.3567, -1.2147, -3.4534], [-3.5143, -0.8140, -4.7712], [-2.5022, -0.1164, -5.4134], [-1.3279, 0.1919, -4.7434], [-1.1417, -0.2115, -3.4248], [0.3100, 0.1744, -2.3772], [1.4000, -1.2628, -2.6944], [2.7171, -1.1633, -2.2409], [3.6040, -2.2048, -2.4411], [3.1835, -3.3587, -3.0906], [1.8742, -3.4710, -3.5230], [0.9804, -2.4264, -3.3265], [1.1048, 1.4393, -3.4259], [2.0428, 1.1440, -4.4096], [2.5576, 2.1600, -5.2017], [2.1371, 3.4703, -5.0187], [1.1961, 3.7670, -4.0427], [0.6853, 2.7559, -3.2449], [-4.1389, -1.7494, -2.9313], [-4.4337, -1.0453, -5.2930], [-2.6290, 0.1919, -6.4434], [-0.5484, 0.7452, -5.2507], [3.0373, -0.2633, -1.7306], [4.6214, -2.1265, -2.0792], [3.8758, -4.1778, -3.2375], [1.5409, -4.3810, -4.0056], [-0.0444, -2.5155, -3.6651], [2.3746, 0.1236, -4.5523], [3.2921, 1.9270, -5.9627], [2.5456, 4.2617, -5.6348], [0.8709, 4.7887, -3.8928], [-0.0343, 2.9768, -2.4632], [5.9981, 2.5772, 3.4411], [4.6641, 2.1763, 2.4305], [3.5299, 1.5698, 2.9666], [3.4533, 1.1939, 4.6409], [2.4642, 1.2585, 2.1445], [1.0195, 0.5273, 2.7171], [2.4758, 1.4984, 0.7569], [1.4585, 1.1620, 0.0165], [3.6354, 2.1122, 0.2430], [3.6878, 2.4389, -1.4457], [4.7050, 2.4472, 1.0637], [6.0935, 3.2025, 0.3874], [1.0949, -4.4211, 0.5980], [0.9607, -2.8378, 0.4870], [0.8534, -1.6636, 0.4079]]}

=====

[3]
{"formula": "C28H16AgN3O5", "method": "ωB97M-V/def2-TZVPD", "e_tot_ha": -1764.010866, "total_charge": -2, "fmax_ev_per_a": 0.8, "homo_ev": -0.121, "symbols": ["Ag", "C", "C", "C", "C", "N", "C", "C", "C", "C", "C", "C", "N", "C", "C", "C", "C", "C", "N", "H", "H", "H", "H", "H", "H", "H", "H", "H", "H", "H", "O", "C", "C", "O", "C", "C", "O", "C", "O", "O", "C", "C", "C", "C", "C", "C", "C", "C", "H", "H", "H", "H", "H"], "xyz": [[0.4402, -0.1280, -0.9715], [-2.1595, 2.2952, -4.0897], [-2.6161, 3.3912, -3.3802], [-2.1676, 3.5928, -2.0832], [-1.2712, 2.6828, -1.5345], [-0.8292, 1.6394, -2.2276], [-1.2558, 1.4408, -3.4688], [-0.7691, 2.8101, -0.1187], [-1.3975, 3.6333, 0.8110], [-0.8956, 3.6791, 2.0980], [0.1891, 2.8867, 2.4260], [0.7436, 2.0713, 1.4452], [0.2775, 2.0661, 0.2037], [1.8663, 1.1108, 1.7422], [2.3435, 0.9030, 3.0321], [3.3257, -0.0528, 3.2368], [3.8066, -0.7650, 2.1522], [3.2792, -0.4800, 0.9005], [2.3338, 0.4270, 0.7099], [-2.4861, 2.0982, -5.1019], [-3.3150, 4.0883, -3.8279], [-2.5034, 4.4550, -1.5215], [-0.8664, 0.5561, -3.9622], [-2.2736, 4.2081, 0.5449], [-1.3556, 4.3145, 2.8441], [0.5864, 2.9013, 3.4309], [1.9502, 1.4584, 3.8727], [3.7008, -0.2430, 4.2351], [4.5637, -1.5293, 2.2689], [3.6099, -0.9984, 0.0061], [2.6382, -1.5999, -6.9973], [2.2254, -1.3692, -5.8654], [0.9505, -1.8818, -5.2716], [0.1265, -2.5974, -5.8402], [0.8742, -1.3536, -3.8952], [2.0623, -0.5461, -3.6352], [2.2847, 0.0504, -2.5539], [2.9155, -0.5371, -4.8328], [3.9885, 0.0507, -4.9783], [-0.0460, -1.5156, -3.0663], [-0.5337, -1.2143, 0.5656], [-0.9905, -1.9061, 1.4746], [-1.5196, -2.7107, 2.5289], [-0.6779, -3.4873, 3.3466], [-1.1863, -4.2711, 4.3706], [-2.5545, -4.3113, 4.6211], [-3.4028, -3.5503, 3.8248], [-2.8974, -2.7649, 2.7991], [0.3863, -3.4571, 3.1495], [-0.5109, -4.8611, 4.9807], [-2.9528, -4.9290, 5.4176], [-4.4723, -3.5728, 4.0057], [-3.5621, -2.1773, 2.1789]]}

=====

[4]
{"formula": "C28H16BrF12N2O4ReS", "method": "ωB97M-V/def2-TZVPD", "e_tot_ha": -5735.416926, "total_charge": 2, "fmax_ev_per_a": 1.1, "homo_ev": -13.626, "symbols": ["Re", "C", "C", "C", "C", "C", "N", "C", "C", "C", "C", "C", "C", "C", "C", "O", "C", "F", "F", "F", "C", "F", "F", "F", "C", "C", "C", "O", "C", "F", "F", "F", "C", "F", "F", "F", "H", "H", "H", "H", "H", "H", "H", "H", "H", "H", "H", "H", "S", "C", "N", "Br", "C", "C", "C", "C", "C", "C", "C", "O", "O", "H", "H", "H", "H"], "xyz": [[0.8804, -0.6135, 0.0022], [-6.1558, -2.0608, 1.2482], [-4.7680, -1.5156, 1.2249], [-4.3914, -0.4478, 2.0259], [-3.1033, 0.0265, 1.9588], [-2.1474, -0.5097, 1.0257], [-0.9891, 0.1688, 0.8605], [-1.0851, 1.4671, 1.2467], [-2.3186, 2.1529, 0.9776], [-2.5459, 3.4279, 1.4402], [-1.5779, 4.0651, 2.1928], [-1.7812, 5.4479, 2.7201], [-0.3286, 3.4077, 2.4187], [-0.0363, 2.1768, 1.9262], [1.2830, 1.5057, 2.2185], [1.5494, 0.6115, 1.1459], [1.2258, 0.6774, 3.5293], [2.3941, 0.1494, 3.8259], [0.3382, -0.3156, 3.3542], [0.7998, 1.4425, 4.5212], [2.5095, 2.4765, 2.1829], [2.5595, 3.1715, 3.3184], [2.3865, 3.3121, 1.1612], [3.6313, 1.8010, 2.0388], [-2.4828, -1.7555, 0.3747], [-3.7662, -2.1834, 0.4526], [-1.4285, -2.6457, -0.2287], [-0.2823, -1.8924, -0.5545], [-1.8357, -3.3213, -1.5818], [-2.6157, -4.3716, -1.3493], [-2.5038, -2.4394, -2.3209], [-0.7713, -3.7097, -2.2494], [-0.9571, -3.6766, 0.8510], [-0.0115, -4.4523, 0.3616], [-1.9729, -4.3987, 1.2896], [-0.4610, -2.9747, 1.8746], [-6.8595, -1.3835, 1.7249], [-6.4966, -2.2886, 0.2361], [-6.1579, -3.0067, 1.8009], [-5.0887, -0.0262, 2.7377], [-2.7639, 0.7455, 2.6927], [-3.0105, 1.6906, 0.2873], [-3.4620, 3.9403, 1.1773], [-2.8346, 5.7070, 2.7873], [-1.3104, 5.5750, 3.6945], [-1.3037, 6.1598, 2.0373], [0.4124, 3.9271, 3.0116], [-4.0536, -3.0965, -0.0533], [0.9896, 0.6803, -1.8982], [-0.2012, 1.9007, -1.7739], [-1.0045, 2.7228, -1.6829], [4.4046, -6.1057, -2.9647], [4.3833, -5.2154, -1.3104], [5.1470, -5.6857, -0.2535], [5.1296, -5.0344, 0.9781], [4.3355, -3.9218, 1.1649], [3.5887, -3.4568, 0.0885], [3.6121, -4.0866, -1.1595], [2.7279, -2.3224, 0.2733], [2.1606, -1.9928, 1.3365], [2.4008, -1.5335, -0.7762], [5.7625, -6.5641, -0.3928], [5.7374, -5.4079, 1.7912], [4.2957, -3.4139, 2.1193], [3.0368, -3.7004, -1.9898]]}